108
Properties=species:S:1:pos:R:3:mulliken_charge:R:1 method="wB97M-V/def2-TZVPD" e_above_lowest_kcal_mol=28.3 e_homo_ev=-0.2 energy_ev=-158612.6380 total_charge=-2 largest_force_ha_per_bohr=0.0331
Tl -0.416 1.007 1.471 0.966
C -1.627 -2.709 5.400 -1.242
C -0.458 -3.402 6.030 1.532
C -0.617 -4.652 6.605 -0.575
C 0.448 -5.304 7.223 -0.627
C 1.679 -4.676 7.301 -0.540
C 1.860 -3.428 6.738 -0.756
C 0.803 -2.786 6.072 -0.362
N 1.028 -1.534 5.474 0.386
C 0.661 -1.206 4.165 -0.232
N 0.674 -2.294 3.366 0.151
C 0.076 -2.601 2.125 0.507
C -0.504 -1.597 1.334 -1.179
C -1.231 -2.108 0.247 0.015
C -1.326 -3.451 -0.073 -1.072
C -0.617 -4.374 0.671 -0.730
C 0.096 -3.965 1.787 1.188
C 0.850 -5.016 2.573 -1.465
N 0.386 -0.003 3.803 0.055
C 0.530 1.072 4.690 -0.225
C 1.781 1.399 5.214 0.228
C 1.947 2.487 6.052 -0.704
C 0.861 3.280 6.373 -0.563
C -0.385 2.966 5.854 -0.907
C -0.573 1.872 5.028 1.108
C -1.947 1.530 4.527 -1.296
H -2.559 -3.092 5.810 0.551
H -1.638 -2.858 4.321 0.203
H -1.576 -1.638 5.585 0.041
H -1.594 -5.119 6.593 0.391
H 0.306 -6.289 7.644 0.376
H 2.503 -5.166 7.804 0.379
H 2.817 -2.930 6.799 0.469
H 1.300 -0.757 6.058 0.265
H 0.988 -3.116 3.860 -0.058
H -1.770 -1.409 -0.382 0.640
H -1.933 -3.785 -0.908 0.393
H -0.627 -5.425 0.404 0.255
H 0.800 -5.968 2.044 0.379
H 0.419 -5.174 3.566 0.232
H 1.905 -4.754 2.691 0.351
H 2.639 0.812 4.916 0.483
H 2.927 2.719 6.450 0.347
H 0.977 4.149 7.004 0.344
H -1.230 3.603 6.082 0.213
H -2.667 2.284 4.839 0.415
H -2.262 0.559 4.911 0.110
H -1.973 1.471 3.432 0.018
S 1.504 3.421 2.206 -0.198
C 0.452 4.802 2.171 0.458
C 0.126 5.301 3.433 -0.213
N -0.086 5.698 4.499 -0.708
C 0.007 5.492 1.052 0.283
S 0.391 5.171 -0.584 -0.301
C -0.792 6.632 1.196 -0.092
N -1.441 7.590 1.217 -0.736
C -1.873 -0.049 -3.128 -0.877
C -1.480 0.550 -4.470 -1.401
As 0.458 0.561 -4.929 0.465
C 0.134 1.041 -6.815 0.217
C -0.562 0.222 -7.705 -0.207
C -0.801 0.620 -9.004 -0.697
C -0.339 1.849 -9.458 -0.379
C 0.381 2.665 -8.592 -0.578
C 0.617 2.261 -7.293 -0.489
C 0.781 -1.350 -5.242 0.295
C 2.108 -1.739 -5.409 -0.653
C 2.455 -3.061 -5.604 -0.641
C 1.469 -4.040 -5.637 -0.408
C 0.144 -3.670 -5.483 -0.904
C -0.194 -2.343 -5.289 0.397
P -1.348 0.790 -1.535 -0.753
C 0.463 0.666 -1.707 1.116
C 1.280 1.753 -1.399 -0.025
C 2.656 1.622 -1.482 -0.730
C 3.230 0.415 -1.846 -0.917
C 2.424 -0.690 -2.081 -0.432
C 1.049 -0.568 -2.001 -0.964
C -1.702 2.548 -1.906 0.742
C -1.094 3.316 -2.894 0.214
C -1.529 4.611 -3.119 -0.873
C -2.535 5.159 -2.341 -0.535
C -3.101 4.422 -1.315 -0.651
C -2.689 3.120 -1.105 -0.822
H -1.509 -1.078 -3.038 0.111
H -2.970 -0.097 -3.059 0.676
H -1.802 1.596 -4.508 0.833
H -2.030 0.028 -5.265 0.761
H -0.912 -0.747 -7.369 0.242
H -1.357 -0.027 -9.673 0.375
H -0.541 2.166 -10.473 0.363
H 0.748 3.620 -8.943 0.374
H 1.185 2.899 -6.621 0.371
H 2.878 -0.974 -5.375 0.306
H 3.494 -3.345 -5.719 0.385
H 1.732 -5.080 -5.774 0.375
H -0.633 -4.424 -5.505 0.385
H -1.237 -2.083 -5.162 0.300
H 0.856 2.708 -1.110 0.207
H 3.269 2.479 -1.240 0.511
H 4.308 0.323 -1.910 0.388
H 2.866 -1.654 -2.308 0.569
H 0.440 -1.453 -2.131 0.269
H -0.242 2.922 -3.445 0.345
H -1.052 5.210 -3.882 0.339
H -2.837 6.184 -2.501 0.349
H -3.845 4.875 -0.673 0.386
H -3.104 2.539 -0.290 0.325

***

120
Properties=species:S:1:pos:R:3:mulliken_charge:R:1 method="wB97M-V/def2-TZVPD" e_homo_ev="-6.6 / -6.6" energy_ev=-118969.7947 largest_force_ha_per_bohr=0.1905
W -0.525 0.537 -0.176 1.942
C -2.683 -3.697 -4.703 -0.761
C -1.331 -3.763 -5.129 -0.787
C -0.326 -3.187 -4.406 -0.680
C -0.658 -2.511 -3.215 -0.493
C 0.063 -1.555 -2.457 -0.005
N 0.950 -0.732 -3.165 -0.462
C 0.695 0.581 -3.112 -0.556
C -0.017 1.065 -4.516 -0.044
C 0.641 1.038 -5.718 -0.439
C -0.035 1.317 -6.906 -0.701
C -1.381 1.581 -6.910 -0.747
C -2.129 1.553 -5.732 -0.484
C -1.533 1.298 -4.520 0.141
C -2.295 1.189 -3.210 0.282
N -3.614 0.739 -3.314 -0.698
C -4.000 -0.168 -2.421 -0.578
N -3.211 -0.830 -1.252 1.907
C -4.191 -1.373 -0.370 0.383
N -4.274 -1.043 0.903 -0.500
C -3.595 0.058 1.432 -0.080
N -2.501 0.589 0.910 0.078
C -3.017 1.793 0.167 -0.595
N -2.507 1.413 -1.000 -0.746
C -2.056 -1.555 -1.702 -0.841
N -0.776 -1.184 -1.330 0.959
C -2.021 -2.422 -2.794 1.233
C -3.037 -3.053 -3.553 -0.647
C -4.398 2.077 0.612 0.400
C -5.282 3.087 0.292 -0.502
C -6.476 3.128 1.003 -0.852
C -6.749 2.184 1.992 -0.584
C -5.854 1.166 2.290 -1.170
C -4.658 1.133 1.595 0.203
C -5.426 -1.529 -1.139 0.283
C -6.631 -2.130 -0.794 -0.842
C -7.712 -1.972 -1.637 -0.679
C -7.613 -1.192 -2.794 -0.646
C -6.433 -0.553 -3.122 -0.808
C -5.326 -0.731 -2.294 0.567
N -0.329 0.882 -2.367 0.152
H -3.450 -4.161 -5.309 0.451
H -1.096 -4.271 -6.056 0.399
H 0.704 -3.225 -4.735 0.524
H 1.694 0.788 -5.731 0.514
H 0.511 1.317 -7.840 0.415
H -1.882 1.797 -7.844 0.415
H -3.197 1.724 -5.745 0.505
H -4.069 -3.014 -3.227 0.514
H -5.055 3.804 -0.486 0.564
H -7.200 3.902 0.786 0.447
H -7.687 2.237 2.529 0.442
H -6.083 0.413 3.033 0.525
H -6.699 -2.719 0.111 0.545
H -8.651 -2.455 -1.401 0.442
H -8.474 -1.094 -3.442 0.462
H -6.342 0.063 -4.006 0.587
C -0.459 1.872 3.992 -1.300
Te 0.199 2.131 1.962 0.634
C 0.174 4.262 2.042 -1.182
H -1.436 2.316 4.174 0.445
H 0.286 2.317 4.647 0.384
H -0.508 0.802 4.185 0.297
H 0.866 4.570 2.821 0.351
H -0.827 4.623 2.266 0.343
H 0.499 4.635 1.073 0.331
C 7.373 -1.618 3.101 -2.100
C 6.214 -1.511 2.094 2.609
C 4.981 -2.133 2.752 -1.502
C 6.610 -2.344 0.864 -1.925
C 6.013 -0.014 1.680 2.016
O 7.295 0.516 1.303 -0.706
C 5.482 0.926 2.797 -2.107
C 3.974 1.107 3.068 1.089
C 3.369 0.225 4.133 -0.765
C 2.248 -0.550 3.859 2.019
C 1.697 -1.386 4.819 -1.267
C 2.267 -1.436 6.079 -0.012
Cl 1.601 -2.498 7.283 -0.247
C 3.359 -0.643 6.393 -0.813
C 3.900 0.183 5.420 -0.165
C 5.285 0.220 0.325 -2.531
N 3.929 -0.243 0.079 1.123
C 2.857 0.532 -0.092 -1.235
N 1.801 -0.212 -0.360 0.751
C 2.302 -1.483 -0.340 -1.009
N 3.582 -1.538 -0.092 -0.893
H 7.374 -2.622 3.527 0.477
H 7.273 -0.917 3.933 0.314
H 8.341 -1.466 2.621 0.571
H 5.113 -3.216 2.793 0.669
H 4.064 -1.941 2.202 -0.068
H 4.855 -1.775 3.773 0.264
H 6.981 -3.315 1.196 0.521
H 7.408 -1.852 0.306 0.366
H 5.758 -2.517 0.210 0.241
H 7.868 0.500 2.076 0.556
H 5.879 1.905 2.518 0.487
H 5.966 0.648 3.736 0.204
H 3.392 0.989 2.159 -1.376
H 3.826 2.142 3.389 0.672
H 1.812 -0.527 2.868 -0.132
H 0.849 -2.013 4.576 0.537
H 3.781 -0.673 7.389 0.440
H 4.749 0.807 5.676 0.433
H 5.931 -0.212 -0.436 0.603
H 5.269 1.299 0.176 0.247
H 2.871 1.608 -0.074 0.650
H 1.709 -2.363 -0.516 0.557
O 0.338 -2.678 2.013 -0.640
N -0.456 -1.957 1.482 0.945
O -1.590 -2.182 1.166 -0.555
O 0.017 -0.654 1.284 -0.223
Cl -1.492 1.460 -1.926 2.410
C -1.071 2.919 -1.842 -0.320
C 0.168 3.373 -1.255 -0.498
O 0.515 4.511 -1.139 -0.750
O 0.887 2.248 -0.583 -0.349
H -2.394 2.719 0.357 0.276
H -1.690 3.789 -2.050 0.488

***

109
Properties=species:S:1:pos:R:3:mulliken_charge:R:1 method="wB97M-V/def2-TZVPD" e_above_lowest_kcal_mol=24.5 e_homo_ev=-10.3 energy_ev=-100874.1186 total_charge=+1 largest_force_ha_per_bohr=0.0022
Tl -0.909 -0.930 -0.658 1.362
O -1.684 -2.569 1.681 -0.633
C -1.454 -2.688 2.872 0.419
C -0.777 -3.880 3.393 -0.567
C -0.714 -4.118 4.710 -0.368
C -1.255 -3.185 5.685 -0.498
C -1.810 -2.031 5.294 -1.022
C -1.884 -1.666 3.886 1.026
C -2.312 -0.428 3.579 -0.604
N -2.333 0.123 2.284 0.641
N -3.031 1.151 2.256 -0.391
C -3.062 1.772 0.925 -0.135
O -2.651 1.209 -0.059 -0.192
C -3.680 3.109 0.917 0.455
C -3.554 3.883 -0.236 -0.516
C -4.139 5.135 -0.296 -0.674
C -4.856 5.615 0.793 -0.432
C -4.986 4.847 1.943 -0.723
C -4.395 3.597 2.012 -0.125
H -0.391 -4.570 2.654 0.507
H -0.254 -5.029 5.073 0.437
H -1.189 -3.432 6.736 0.431
H -2.190 -1.323 6.020 0.421
H -2.662 0.233 4.368 0.330
H -2.990 3.494 -1.073 0.404
H -4.038 5.738 -1.188 0.453
H -5.319 6.592 0.744 0.419
H -5.553 5.223 2.784 0.432
H -4.494 2.992 2.901 0.481
O 1.389 1.511 -3.068 -0.987
S 1.714 0.579 -1.947 2.524
C 2.888 1.446 -0.904 -0.123
C 4.172 1.694 -1.376 -0.671
C 5.022 2.505 -0.645 -0.915
C 4.573 3.085 0.534 -0.960
C 3.292 2.832 0.994 -0.041
C 2.428 1.988 0.297 -0.169
P 0.761 1.536 0.961 1.963
C 0.083 3.184 1.347 0.200
C 0.175 4.183 0.374 -0.936
C -0.419 5.417 0.576 -0.741
C -1.122 5.671 1.748 -0.703
C -1.231 4.682 2.710 -0.810
C -0.637 3.441 2.510 -0.245
C 1.206 0.848 2.602 0.859
C 1.096 -0.533 2.753 -0.098
C 1.545 -1.164 3.907 -0.360
C 2.084 -0.413 4.939 -1.085
C 2.162 0.969 4.819 -1.099
C 1.729 1.594 3.660 0.023
C 2.747 -0.715 -2.643 -0.825
C 3.003 -0.668 -4.003 -0.749
C 3.615 -1.758 -4.609 -0.731
C 3.932 -2.882 -3.859 -0.821
C 3.671 -2.912 -2.495 -0.609
C 3.090 -1.820 -1.858 0.170
P 2.754 -1.681 -0.062 1.869
C 2.414 -3.410 0.419 0.180
C 1.398 -4.102 -0.244 -0.239
C 1.033 -5.376 0.156 -0.695
C 1.669 -5.974 1.238 -0.703
C 2.666 -5.287 1.915 -0.573
C 3.038 -4.011 1.510 -0.765
C 4.418 -1.363 0.628 0.207
C 4.513 -0.476 1.698 -0.141
C 5.745 -0.193 2.273 -0.857
C 6.894 -0.790 1.779 -0.767
C 6.810 -1.673 0.708 -0.700
C 5.580 -1.956 0.137 -0.557
H 4.498 1.258 -2.311 0.554
H 6.026 2.693 -1.000 0.450
H 5.226 3.738 1.099 0.464
H 2.958 3.302 1.909 0.290
H 0.728 3.999 -0.542 0.397
H -0.330 6.185 -0.182 0.480
H -1.586 6.636 1.906 0.441
H -1.781 4.871 3.624 0.450
H -0.727 2.680 3.276 0.288
H 0.679 -1.128 1.949 -0.473
H 1.476 -2.241 3.990 0.571
H 2.439 -0.900 5.839 0.465
H 2.567 1.562 5.629 0.471
H 1.793 2.672 3.589 0.378
H 2.700 0.207 -4.566 0.524
H 3.827 -1.736 -5.670 0.453
H 4.384 -3.740 -4.338 0.455
H 3.907 -3.802 -1.923 0.500
H 0.896 -3.640 -1.090 0.418
H 0.251 -5.905 -0.374 0.446
H 1.389 -6.972 1.548 0.379
H 3.168 -5.749 2.756 0.439
H 3.825 -3.488 2.038 0.447
H 3.622 -0.001 2.085 0.305
H 5.803 0.499 3.104 0.492
H 7.856 -0.569 2.222 0.391
H 7.705 -2.139 0.318 0.449
H 5.532 -2.640 -0.701 0.280
N -1.476 0.710 -2.764 -0.272
C -1.416 0.137 -4.114 -0.711
C -1.522 -1.378 -4.098 -0.792
N -0.374 -1.971 -3.401 -0.288
H -2.407 1.020 -2.516 0.229
H -0.847 1.504 -2.699 0.137
H -0.458 0.423 -4.553 0.296
H -2.200 0.537 -4.762 0.485
H -1.621 -1.731 -5.130 0.478
H -2.433 -1.676 -3.569 0.326
H 0.489 -1.727 -3.877 0.014
H -0.437 -2.982 -3.420 0.239

***

116
Properties=species:S:1:pos:R:3:mulliken_charge:R:1 method="wB97M-V/def2-TZVPD" e_above_lowest_kcal_mol=27.8 e_homo_ev=-7.4 energy_ev=-239025.8876 largest_force_ha_per_bohr=0.0320
Rb -0.788 0.111 -0.188 0.672
O -2.582 -5.735 3.822 -0.586
C -2.343 -4.735 2.951 0.578
C -1.574 -4.900 1.803 -0.362
C -1.371 -3.807 0.987 -0.726
N -1.906 -2.609 1.218 0.216
C -2.622 -2.475 2.316 -0.034
Br -3.365 -0.760 2.606 -0.089
C -2.878 -3.483 3.226 -0.553
H -2.108 -6.529 3.554 0.303
H -1.124 -5.858 1.573 0.379
H -0.760 -3.884 0.094 0.247
H -3.466 -3.319 4.117 0.551
F -4.055 4.213 -5.671 -0.317
C -3.491 4.116 -4.469 0.568
C -3.929 4.901 -3.421 0.270
F -4.908 5.782 -3.622 -0.307
C -3.350 4.784 -2.166 0.198
F -3.830 5.625 -1.247 -0.303
C -2.320 3.892 -1.890 -0.899
P -1.531 3.330 -0.217 1.721
C -0.316 4.710 -0.134 0.671
C 0.149 5.140 1.111 -0.646
C 1.111 6.133 1.205 -0.784
C 1.650 6.696 0.057 -0.660
C 1.213 6.262 -1.185 -0.764
C 0.232 5.285 -1.279 -0.825
C -2.859 3.917 0.922 0.034
C -2.994 5.197 1.454 -0.149
C -4.091 5.520 2.238 -0.759
C -5.076 4.577 2.494 -0.585
C -4.948 3.297 1.979 -0.691
C -3.841 2.971 1.210 -0.462
C -1.882 3.146 -2.988 0.504
Br -0.402 1.976 -2.811 -0.040
C -2.445 3.241 -4.249 0.086
F -2.002 2.492 -5.261 -0.363
H -0.239 4.669 2.003 0.651
H 1.448 6.469 2.178 0.406
H 2.412 7.461 0.131 0.381
H 1.639 6.679 -2.090 0.419
H -0.097 4.969 -2.259 0.352
H -2.268 5.965 1.235 0.441
H -4.183 6.520 2.642 0.416
H -5.939 4.843 3.092 0.371
H -5.707 2.551 2.180 0.442
H -3.729 1.963 0.820 0.369
C -2.109 -1.460 -3.956 -1.202
C -0.883 -2.367 -4.030 0.492
C 0.320 -1.593 -4.570 -1.494
C -0.590 -3.056 -2.662 0.684
C -0.233 -4.555 -2.818 -0.780
O 1.137 -4.635 -2.417 -0.446
C 1.480 -3.398 -1.945 0.281
N 0.585 -2.501 -1.980 0.192
C 2.885 -3.347 -1.489 -0.292
C 3.801 -4.023 -2.300 -0.938
C 5.120 -4.162 -1.918 -0.881
C 5.513 -3.694 -0.673 -0.912
C 4.611 -3.018 0.128 0.121
C 3.295 -2.770 -0.280 -0.471
P 2.141 -1.665 0.709 2.242
C 1.741 -2.849 2.065 0.785
C 2.175 -4.175 2.072 -0.944
C 1.931 -4.991 3.169 -0.707
C 1.242 -4.502 4.267 -0.887
C 0.766 -3.197 4.250 -0.668
C 1.002 -2.379 3.156 -0.329
C 3.473 -0.694 1.551 0.632
C 3.681 -0.649 2.924 -0.336
C 4.710 0.121 3.455 -0.679
C 5.538 0.861 2.628 -0.667
C 5.335 0.831 1.255 -0.773
C 4.310 0.066 0.728 -0.381
H -2.323 -1.040 -4.941 0.513
H -1.933 -0.637 -3.263 0.053
H -2.988 -2.016 -3.623 0.280
H -1.109 -3.168 -4.741 0.249
H 1.192 -2.241 -4.682 0.317
H 0.081 -1.168 -5.546 0.503
H 0.582 -0.784 -3.891 0.151
H -1.460 -2.926 -2.012 -0.049
H -0.315 -4.907 -3.846 0.415
H -0.832 -5.201 -2.172 0.301
H 3.464 -4.442 -3.240 0.522
H 5.832 -4.652 -2.569 0.386
H 6.525 -3.854 -0.323 0.461
H 4.936 -2.676 1.099 0.615
H 2.738 -4.569 1.237 0.346
H 2.295 -6.012 3.171 0.420
H 1.061 -5.137 5.126 0.408
H 0.209 -2.814 5.097 0.473
H 0.640 -1.358 3.138 0.281
H 3.048 -1.215 3.592 0.331
H 4.868 0.138 4.527 0.406
H 6.335 1.461 3.049 0.354
H 5.980 1.397 0.593 0.470
H 4.172 0.030 -0.347 0.341
N 2.087 1.744 -0.629 0.138
C 2.451 2.748 0.377 -0.274
C 1.898 2.378 1.757 -0.099
C 0.571 1.610 1.695 -0.148
O -0.508 2.242 1.560 -0.602
O 0.629 0.369 1.812 0.018
H 2.255 0.821 -0.249 -0.980
H 2.661 1.849 -1.455 0.364
H 2.045 3.701 0.052 0.054
H 3.538 2.878 0.470 0.432
H 1.752 3.286 2.341 0.655
H 2.608 1.733 2.273 0.029
C -5.465 -2.150 -1.167 -1.243
C -4.332 -1.249 -1.083 0.241
N -3.436 -0.537 -1.014 -0.155
H -6.153 -1.957 -0.345 0.375
H -5.122 -3.182 -1.109 0.293
H -5.987 -1.996 -2.110 0.369